{
  "formula": "H8O3S2",
  "method": "ωB97M-V with the def2-TZVPD basis set",
  "elements": ["S", "S", "H", "H", "H", "H", "O", "H", "H", "O", "H", "H", "O"],
  "xyz": [[2.65, 1.05, 0.91], [2.85, 1.79, -1.03], [2.87, -0.22, 0.55], [4.09, 2.27, -0.91], [-1.45, 1.45, -0.16], [-1.70, 2.72, 0.61], [-1.62, 1.77, 0.73], [-0.70, -0.22, -1.55], [0.31, 0.78, -2.03], [-0.65, 0.71, -1.87], [-2.05, -4.78, 1.37], [-2.73, -3.43, 1.65], [-1.88, -3.89, 1.71]],
  "total_energy_ev": -27942.5556,
  "smiles": "SS.O.O.O",
  "lumo_ha": 0.0075,
  "max_force_ha_per_bohr": 0.029,
  "relative_energy_kcal_mol": 10.06
}